Formula: C62H160N12O19
Source: the Open Molecules 2025 dataset
Level of theory: the ωB97M-V functional and the def2-TZVPD basis

Results
* HOMO: -8.3606 eV
* energy relative to the best compared isomer or geometry (same formula, charge and spin): 0.00 kcal/mol
* SMILES: COC[C@H](C)N.COC[C@H](C)N.COC[C@H](C)N.COC[C@H](C)N.COC[C@H](C)N.COCCNCCOC.COCCNCCOC.COCCNCCOC.COCCNCCOC.COCCNCCOC.COCCNCCOC.COCCNCCOC
* max |F|: 2.73 eV/A
* energy: -123659.8379 eV
* LUMO: 0.6816 eV

Last column: Mulliken charge in e.
Cartesian coordinates (Å):
C (0.13356, -0.67472, -4.59865)  -0.8279
O (0.38365, 0.68028, -4.89636)  0.3642
C (0.69994, 0.91041, -6.23347)  -1.4423
C (2.18747, 0.83311, -6.53939)  2.9655
C (2.85803, 2.19676, -6.37022)  -1.4841
N (2.43554, 0.35299, -7.87202)  -0.8088
H (-0.78127, -1.03481, -5.02822)  0.4800
H (0.16093, -0.78464, -3.51492)  -0.2993
H (0.87977, -1.23531, -5.14537)  0.6076
H (0.14233, 0.25377, -6.90902)  0.3570
H (0.29141, 1.91429, -6.42010)  -0.2041
H (2.62624, 0.20654, -5.74533)  -1.5206
H (2.55724, 2.68322, -5.42568)  -0.0984
H (2.68699, 2.85849, -7.22181)  0.4011
H (3.94269, 2.03199, -6.27316)  0.5772
H (2.49108, -0.65381, -7.90117)  0.2892
H (3.37561, 0.62792, -8.17707)  0.3234
C (-7.90174, 1.27686, -2.87537)  -0.2023
O (-8.31039, 0.39469, -1.87861)  -0.4693
C (-7.21007, 0.08096, -1.02034)  -0.3366
C (-6.35828, -1.07425, -1.48993)  1.4536
C (-7.06351, -2.46111, -1.52437)  -1.3063
N (-5.17877, -1.32747, -0.61989)  0.9905
H (-8.63178, 1.17813, -3.68293)  0.3146
H (-6.91506, 0.98081, -3.26584)  -0.1338
H (-7.88063, 2.33506, -2.55700)  0.2333
H (-6.54686, 0.93548, -0.83696)  0.3333
H (-7.68417, -0.22257, -0.08954)  0.0452
H (-5.94053, -0.83890, -2.50337)  -0.9508
H (-7.93648, -2.56797, -2.20577)  0.3333
H (-7.37353, -2.67023, -0.51189)  -0.0376
H (-6.28066, -3.14049, -1.82232)  0.4000
H (-5.36331, -1.72818, 0.30656)  -0.3031
H (-4.57898, -0.50475, -0.48093)  -0.5369
C (0.70235, -3.41100, 3.42129)  -0.5903
O (0.89579, -2.26098, 4.21071)  -0.2425
C (2.21261, -1.65125, 4.20331)  -0.3591
C (2.27489, -0.45813, 5.14718)  0.3967
C (1.43582, 0.71041, 4.65927)  0.4351
N (3.69553, -0.13197, 5.22788)  -0.5317
H (-0.34893, -3.63985, 3.53118)  0.2025
H (1.31260, -4.24875, 3.80284)  0.3433
H (1.08045, -3.18309, 2.43132)  0.0707
H (2.94668, -2.37469, 4.52039)  0.6357
H (2.53412, -1.29488, 3.18488)  -0.3604
H (1.81381, -0.97406, 6.03653)  0.1458
H (0.37819, 0.54943, 4.87119)  -0.8962
H (1.59920, 0.95338, 3.58233)  -0.5423
H (1.64855, 1.59356, 5.24988)  0.8324
H (4.27538, -0.80823, 5.69659)  0.2572
H (3.77000, 0.73013, 5.82139)  0.2821
C (-1.11712, -5.60830, 1.36157)  -0.1959
O (-1.52622, -5.42244, 0.03024)  -0.5618
C (-1.73233, -4.09966, -0.22604)  1.3536
C (-2.00003, -3.82275, -1.68760)  0.3609
C (-0.71038, -3.86829, -2.46680)  -1.1995
N (-2.49816, -2.45319, -1.79103)  0.5589
H (-0.16154, -5.15681, 1.54867)  -0.0880
H (-1.25337, -6.65360, 1.60894)  0.3420
H (-1.73334, -5.04698, 2.05794)  0.0448
H (-2.53745, -3.72410, 0.43457)  -0.2572
H (-0.82811, -3.52573, 0.07424)  -0.3640
H (-2.74710, -4.57539, -2.00960)  0.3577
H (-0.10965, -4.78010, -2.20754)  0.2804
H (-0.10096, -3.00166, -2.22621)  -0.2017
H (-0.85565, -4.00464, -3.54129)  0.5302
H (-2.52725, -2.15376, -2.74078)  -0.3372
H (-3.43075, -2.38433, -1.44080)  -0.2495
C (2.49934, -0.21489, -0.06377)  0.0917
O (1.81387, -0.36924, 1.14173)  1.2327
C (0.49545, -0.82400, 0.89341)  -0.9879
C (-0.48585, 0.30608, 0.53135)  2.3653
C (-0.43092, 1.36699, 1.60510)  -0.4475
N (-1.83734, -0.22250, 0.50176)  1.6407
H (2.09658, 0.58261, -0.68997)  -0.1950
H (2.50019, -1.17767, -0.57338)  0.2174
H (3.54971, 0.08742, 0.09957)  -0.2086
H (0.44745, -1.64581, 0.16644)  -1.5055
H (0.11357, -1.23859, 1.82338)  0.4262
H (-0.09226, 0.69630, -0.43453)  -0.8461
H (-0.61551, 0.90837, 2.59531)  -0.7243
H (-1.12516, 2.17935, 1.32711)  0.3629
H (0.52821, 1.91006, 1.68893)  -0.2143
H (-2.50655, 0.54612, 0.67916)  -0.7845
H (-1.98545, -0.65263, -0.43509)  -0.7426
C (9.28084, 6.27009, 2.86197)  -0.7669
O (9.14910, 4.95712, 2.43191)  -0.2812
C (9.71013, 4.60354, 1.16317)  -0.4807
C (9.41504, 3.16669, 0.93052)  -0.7890
N (8.04886, 2.75063, 1.15503)  -0.1633
C (7.01919, 3.04432, 0.20314)  -0.6015
C (5.73771, 2.29364, 0.61159)  0.3431
O (5.22836, 2.85295, 1.79954)  -0.4902
C (4.15754, 2.06685, 2.24575)  -0.3741
H (10.28959, 6.70191, 2.69657)  0.2924
H (9.09553, 6.34599, 3.95892)  0.2292
H (8.57911, 6.89461, 2.31385)  0.2995
H (10.80429, 4.71941, 1.22976)  0.4289
H (9.32346, 5.27507, 0.39990)  0.3439
H (10.04442, 2.52460, 1.56403)  0.3766
H (9.58743, 2.92684, -0.12247)  0.2951
H (7.70748, 2.98135, 2.07212)  0.3145
H (7.34772, 2.60126, -0.77004)  0.1999
H (6.75808, 4.12608, 0.02750)  0.1550
H (5.98994, 1.22076, 0.83350)  0.3319
H (5.02144, 2.29255, -0.19143)  -0.3435
H (3.69796, 2.60361, 3.09529)  0.2658
H (4.46575, 1.06747, 2.48436)  0.4973
H (3.36074, 2.02885, 1.47638)  -0.2545
C (4.06222, -5.24716, -5.55159)  -0.7648
O (4.05105, -5.42614, -4.15593)  -0.1439
C (3.49921, -6.58359, -3.56096)  -0.8105
C (3.38164, -6.28939, -2.07538)  -0.4095
N (2.44765, -5.23388, -1.89593)  0.3098
C (2.20845, -4.80692, -0.54007)  0.1512
C (3.47326, -4.39264, 0.23183)  -1.3023
O (4.05660, -3.30497, -0.44942)  0.4826
C (5.33354, -2.99646, 0.12302)  -0.8998
H (3.05066, -5.39879, -5.90184)  0.3745
H (4.77221, -5.94921, -6.02868)  0.2802
H (4.32070, -4.17641, -5.72142)  0.1405
H (4.16603, -7.47190, -3.66634)  0.3900
H (2.52711, -6.89581, -3.98519)  0.3813
H (4.43955, -6.08864, -1.75854)  0.2274
H (2.97843, -7.16950, -1.56271)  0.3376
H (2.83746, -4.41826, -2.38365)  -0.2503
H (1.66900, -5.56968, 0.08257)  0.5229
H (1.61008, -3.89122, -0.58587)  -0.7881
H (4.15362, -5.23029, 0.26217)  0.7024
H (3.15541, -4.06932, 1.25168)  0.3019
H (5.82635, -2.30992, -0.55573)  0.1464
H (5.87060, -3.92546, 0.12102)  0.4129
H (5.26536, -2.43450, 1.07719)  0.1286
C (-2.64504, 2.41068, 11.51976)  -0.7138
O (-2.16320, 1.66493, 10.37963)  -0.2969
C (-2.12280, 0.23758, 10.69782)  -0.5152
C (-1.47625, -0.44512, 9.57031)  -0.6093
N (-2.10703, -0.05711, 8.31880)  -0.3328
C (-1.41918, -0.59939, 7.15638)  -0.9595
C (-2.10620, -0.22082, 5.88492)  -0.6337
O (-2.03798, 1.14967, 5.76593)  -0.3895
C (-2.86723, 1.65469, 4.80301)  -0.7045
H (-3.69013, 2.08671, 11.74582)  0.2901
H (-2.59915, 3.42502, 11.16224)  0.2391
H (-2.01461, 2.30930, 12.42384)  0.2643
H (-3.20130, -0.00935, 10.77772)  0.3227
H (-1.64164, 0.08529, 11.66536)  0.4327
H (-1.72065, -1.50762, 9.71577)  0.2442
H (-0.39569, -0.31349, 9.47692)  0.3449
H (-2.14211, 0.92351, 8.20090)  0.3537
H (-1.42656, -1.68306, 7.19871)  0.4336
H (-0.37301, -0.23140, 7.10202)  0.3380
H (-3.09658, -0.65227, 5.94724)  0.7210
H (-1.52733, -0.67266, 5.07949)  0.2392
H (-2.66520, 1.32406, 3.76252)  -0.0100
H (-2.70787, 2.74105, 4.80514)  0.3583
H (-3.88811, 1.42247, 5.11024)  0.4833
C (-4.80439, 1.99485, 1.48707)  -0.9470
O (-4.24934, 1.75318, 0.18302)  0.9363
C (-3.95233, 2.96789, -0.54216)  -1.5021
C (-3.14912, 2.55367, -1.76274)  1.1917
N (-3.96073, 1.65494, -2.56247)  -0.0332
C (-3.17085, 1.11038, -3.65011)  1.4108
C (-3.95990, 0.35940, -4.65521)  -1.4038
O (-4.13892, -0.96060, -4.14695)  0.3789
C (-4.86357, -1.74424, -5.05319)  -1.0853
H (-5.67779, 2.68132, 1.46963)  0.3192
H (-4.06496, 2.42427, 2.13937)  0.2132
H (-5.24268, 1.05920, 1.88638)  0.1446
H (-3.33185, 3.59212, 0.14814)  0.3839
H (-4.95003, 3.41376, -0.83127)  0.3429
H (-2.17872, 2.12663, -1.46048)  -0.5015
H (-3.04136, 3.49071, -2.30751)  0.0925
H (-4.28671, 0.92028, -1.96279)  -0.2716
H (-2.32088, 0.44096, -3.32831)  -0.0770
H (-2.76674, 1.99992, -4.15395)  -0.7941
H (-3.38977, 0.30559, -5.59922)  0.4319
H (-4.94600, 0.79070, -4.79682)  0.2640
H (-5.04436, -2.71179, -4.56179)  0.2439
H (-4.25836, -1.90235, -5.95505)  0.3011
H (-5.87134, -1.39781, -5.27788)  0.3215
C (-0.01554, 5.15195, -6.35920)  -0.4758
O (-1.14092, 5.20062, -5.59259)  -0.4969
C (-1.48851, 3.98195, -5.02826)  -0.9974
C (-0.46862, 3.53588, -4.02201)  1.0076
N (-0.33665, 4.52900, -2.93474)  -0.1198
C (0.92501, 4.56704, -2.29046)  -0.8981
C (1.07156, 3.40170, -1.24553)  0.2255
O (2.38753, 3.27024, -0.76084)  0.5835
C (2.83701, 4.43018, -0.07092)  -1.0865
H (-0.15871, 5.85072, -7.17934)  0.3319
H (0.11401, 4.15285, -6.71900)  0.1271
H (0.86117, 5.43373, -5.74127)  0.1968
H (-1.71631, 3.14244, -5.73563)  0.2888
H (-2.45165, 4.18554, -4.57677)  0.3631
H (0.48942, 3.54429, -4.49844)  0.0750
H (-0.59122, 2.55500, -3.64439)  -0.5161
H (-0.69985, 5.42128, -3.24557)  0.4143
H (1.02991, 5.51600, -1.74183)  0.6333
H (1.70647, 4.61237, -3.10128)  0.1871
H (0.73325, 2.48292, -1.71443)  -0.7262
H (0.43035, 3.62503, -0.40328)  0.3921
H (2.94330, 5.28647, -0.72353)  0.3348
H (3.77136, 4.21427, 0.45932)  0.2134
H (2.12234, 4.77295, 0.67436)  0.3517
C (6.34370, -2.61949, -3.56600)  -0.5005
O (5.51870, -2.27736, -4.68808)  -0.5301
C (4.16720, -2.00971, -4.26498)  0.2714
C (4.04493, -0.84004, -3.30761)  0.6604
N (4.66227, 0.29323, -3.87260)  0.4006
C (4.79368, 1.33237, -2.91094)  -0.2766
C (5.64438, 2.47218, -3.33961)  -0.8086
O (7.01400, 2.11177, -3.55317)  -0.3551
C (7.78085, 3.22732, -3.86110)  -0.7956
H (5.74647, -3.26765, -2.96758)  0.0782
H (6.56603, -1.78792, -2.89865)  0.1668
H (7.30717, -3.01142, -3.91394)  0.3969
H (3.68831, -2.90669, -3.80874)  -0.4046
H (3.62311, -1.79068, -5.18352)  0.4502
H (4.49735, -1.13108, -2.33000)  -0.3916
H (2.99938, -0.55013, -3.24921)  -0.5001
H (5.58226, 0.07687, -4.29015)  0.5695
H (5.14626, 1.00811, -1.91497)  0.0206
H (3.81470, 1.74755, -2.71949)  -0.0486
H (5.54982, 3.22929, -2.55180)  0.3416
H (5.22953, 2.88139, -4.28341)  0.5284
H (7.68903, 3.98510, -3.07662)  0.3038
H (7.44253, 3.68448, -4.81565)  0.2885
H (8.81337, 2.90646, -3.98934)  0.2580
C (-4.28852, -2.67036, 2.87281)  -0.6999
O (-5.57220, -2.35307, 2.41715)  -0.0001
C (-6.51887, -3.40864, 2.90775)  -0.8900
C (-7.90795, -2.87592, 2.75064)  -0.5458
N (-8.24899, -1.88705, 3.77274)  -0.3249
C (-9.52711, -1.26644, 3.65855)  -0.5589
C (-9.72410, -0.20994, 4.72362)  -0.7062
O (-8.85060, 0.87202, 4.47783)  -0.1737
C (-9.23695, 1.96536, 5.22900)  -0.8357
H (-4.23495, -2.55215, 3.95567)  0.3765
H (-3.53152, -2.14493, 2.28518)  -0.2018
H (-3.95752, -3.71380, 2.63019)  0.3750
H (-6.34563, -3.69265, 3.94664)  0.4679
H (-6.38707, -4.35062, 2.35654)  0.4346
H (-8.51118, -3.80346, 2.95839)  0.3500
H (-8.08955, -2.51985, 1.71879)  0.2380
H (-7.56647, -1.14024, 3.62520)  0.1834
H (-10.29732, -2.07138, 3.67972)  0.4508
H (-9.63801, -0.81423, 2.66337)  0.2283
H (-9.40734, -0.74689, 5.65775)  0.2857
H (-10.75137, 0.08338, 4.81865)  0.4960
H (-10.22092, 2.30574, 4.91074)  0.3281
H (-8.50794, 2.75571, 5.11150)  0.2213
H (-9.25747, 1.74042, 6.30440)  0.3184